Entry 1:
Molecular formula: ClHf
Method: DFT, the ωB97M-V functional and the def2-TZVPD basis

Geometry (Å):
1 Hf 6.332 -13.655 5.617
2 Cl 8.119 -11.847 4.932

Net charge: +3
Largest force on an atom: 0.118 Eh/bohr
Energy: -13781.78451 eV
M: 213.9 u
Multiplicity: 1

Entry 2:
Molecular formula: ClHgO12S2
Method: DFT, the ωB97M-V functional and the def2-TZVPD basis

Geometry (Å):
1 Hg -2.988 -1.213 0.305
2 S 0.759 -3.017 -2.388
3 O 0.760 -4.380 -1.920
4 O 0.173 -2.866 -3.726
5 O -0.031 -2.323 -1.394
6 O 2.116 -2.462 -2.259
7 S 0.375 0.273 3.543
8 O -0.270 -0.512 2.461
9 O 1.808 0.170 3.252
10 O -0.117 1.624 3.510
11 O 0.177 -0.301 4.848
12 Cl -0.566 3.046 -1.278
13 O -0.224 3.564 -2.566
14 O 0.569 2.253 -0.848
15 O -0.818 3.977 -0.236
16 O -1.723 2.167 -1.304

Net charge: -3
Largest force on an atom: 0.099 Eh/bohr
Energy: -62923.22390 eV
M: 492.2 u
Multiplicity: 1

Entry 3:
Molecular formula: ClLi
Method: DFT, the ωB97M-V functional and the def2-TZVPD basis

Geometry (Å):
1 Li -0.085 -0.194 0.843
2 Cl 0.085 0.194 -0.843

Net charge: 0
Largest force on an atom: 0.091 Eh/bohr
Energy: -12728.37225 eV
M: 42.4 u
Multiplicity: 1

Entry 4:
Molecular formula: ClN2O2
Method: DFT, the ωB97M-V functional and the def2-TZVPD basis

Geometry (Å):
1 N 1.955 0.527 0.755
2 N -0.769 0.199 -0.729
3 O -1.126 0.302 -1.898
4 O -1.229 -0.683 0.021
5 Cl 1.169 -0.346 1.850

Net charge: -1
Largest force on an atom: 0.039 Eh/bohr
Energy: -19592.38498 eV
M: 95.5 u
Multiplicity: 1

Entry 5:
Molecular formula: ClNO7Rb
Method: DFT, the ωB97M-V functional and the def2-TZVPD basis

Geometry (Å):
1 Rb 3.800 -0.326 3.072
2 Cl 1.232 0.489 0.464
3 O 0.875 0.744 -0.864
4 O 2.584 -0.144 0.463
5 O 1.395 1.712 1.253
6 O 0.288 -0.395 1.085
7 N -2.528 -0.518 -1.361
8 O -2.330 -1.577 -1.999
9 O -3.234 -0.539 -0.329
10 O -2.082 0.556 -1.786

Net charge: -1
Largest force on an atom: 0.023 Eh/bohr
Energy: -28990.51158 eV
M: 246.9 u
Multiplicity: 1

Entry 6:
Molecular formula: ClNO7Rb2
Method: DFT, the ωB97M-V functional and the def2-TZVPD basis

Geometry (Å):
1 Rb 24.149 -23.120 -30.004
2 Rb 28.656 -18.796 -27.232
3 Cl 25.497 -17.111 -24.688
4 O 24.853 -16.934 -23.419
5 O 25.007 -16.122 -25.612
6 O 26.931 -16.951 -24.533
7 O 25.247 -18.437 -25.213
8 N 26.302 -21.678 -27.013
9 O 25.913 -21.951 -28.188
10 O 26.101 -22.469 -26.118
11 O 26.897 -20.596 -26.812

Net charge: 0
Largest force on an atom: 0.017 Eh/bohr
Energy: -29645.29936 eV
M: 332.4 u
Multiplicity: 1

Entry 7:
Molecular formula: ClO4Sr
Method: DFT, the ωB97M-V functional and the def2-TZVPD basis

Geometry (Å):
1 Sr 2.511 -0.428 0.309
2 Cl -0.533 0.101 -0.065
3 O -1.767 0.774 -0.194
4 O -0.775 -1.272 -0.459
5 O 0.473 0.851 -0.868
6 O 0.091 -0.026 1.277

Net charge: +1
Largest force on an atom: 0.054 Eh/bohr
Energy: -21533.85586 eV
M: 187.1 u
Multiplicity: 1

Entry 8:
Molecular formula: ClOS2
Method: DFT, the ωB97M-V functional and the def2-TZVPD basis

Geometry (Å):
1 O 0.000 1.450 0.315
2 S -1.824 -0.957 0.130
3 S 0.014 0.291 -0.567
4 Cl 1.810 -0.785 0.123

Net charge: -1
Largest force on an atom: 0.071 Eh/bohr
Energy: -36241.57055 eV
M: 115.6 u
Multiplicity: 1

Table of ΔE to the lowest compared entry with this formula, charge and spin (kcal/mol), in record order: 50.8 0.0 11.9 60.8 47.0 24.1 0.0 20.5